C35H61N6O5S4 | ωB97M-V with the def2-TZVPD basis set

Properties
HOMO-LUMO gap = 4.95 eV
Energy above the lowest of the compared OMol25 structures with the same formula, charge and spin = 715.5 kJ/mol
Total charge = -1

Each line ends with the Mulliken charge.
Geometry (Å):
C  0.964  -1.482  0.933  -1.21
C  0.211  -0.138  0.665  0.51
C  -0.588  -0.301  -0.622  -1.27
O  -0.538  0.383  1.711  -0.95
H  0.354  -2.226  1.445  0.30
H  1.855  -1.283  1.528  0.33
H  1.374  -1.922  0.023  0.27
H  0.990  0.574  0.391  0.07
H  -0.028  -0.697  -1.469  0.36
H  -0.668  0.710  -1.021  0.33
H  -1.625  -0.621  -0.521  0.28
C  5.616  -6.474  -2.988  -0.92
S  5.534  -4.726  -3.472  0.52
O  6.866  -4.543  -4.193  -0.62
C  4.309  -5.040  -4.799  -0.91
H  5.892  -7.256  -3.694  0.34
H  4.609  -6.780  -2.702  0.36
H  6.383  -6.495  -2.213  0.29
H  3.420  -5.561  -4.441  0.33
H  4.823  -5.703  -5.496  0.30
H  4.074  -4.179  -5.425  0.32
C  7.209  6.571  -0.816  -0.84
S  7.045  5.012  -1.760  0.46
O  5.974  5.140  -2.888  -0.61
C  6.345  3.990  -0.488  -0.87
H  7.828  7.259  -1.391  0.29
H  7.552  6.407  0.206  0.32
H  6.176  6.919  -0.787  0.30
H  6.674  4.221  0.525  0.29
H  6.423  2.904  -0.527  0.32
H  5.278  4.212  -0.495  0.32
C  -0.102  4.111  -9.028  -0.93
S  1.671  3.755  -8.785  0.50
O  2.168  2.828  -9.869  -0.61
C  1.321  2.655  -7.321  -0.94
H  -0.767  3.253  -8.935  0.31
H  -0.294  4.533  -10.014  0.32
H  -0.495  4.763  -8.248  0.36
H  0.851  1.692  -7.522  0.33
H  0.743  3.208  -6.580  0.33
H  2.213  2.386  -6.756  0.33
C  -5.412  -4.749  -3.431  -0.86
S  -3.829  -5.567  -3.851  0.47
O  -2.936  -4.522  -4.521  -0.61
C  -3.242  -5.764  -2.089  -0.92
H  -5.177  -4.120  -2.572  0.27
H  -6.130  -5.532  -3.187  0.33
H  -5.879  -4.193  -4.244  0.33
H  -2.292  -6.298  -2.084  0.32
H  -4.044  -6.350  -1.639  0.33
H  -2.974  -4.799  -1.657  0.33
N  -5.376  1.344  -6.038  -0.01
C  -5.854  0.715  -7.181  -0.66
C  -7.098  1.273  -7.513  -0.20
C  -7.275  2.335  -6.571  -0.32
C  -6.239  2.287  -5.660  -0.51
H  -4.597  1.053  -5.465  0.23
H  -5.346  -0.119  -7.643  0.37
H  -7.831  1.119  -8.292  0.37
H  -8.175  2.932  -6.581  0.36
H  -6.109  2.958  -4.824  0.37
N  0.766  -1.021  7.880  -0.04
C  0.172  -2.030  8.629  -0.42
C  1.141  -2.641  9.357  -0.38
C  2.357  -1.932  9.209  -0.37
C  2.069  -0.949  8.266  -0.50
H  0.289  -0.603  7.095  0.24
H  -0.891  -2.224  8.625  0.35
H  0.942  -3.366  10.133  0.36
H  3.288  -2.117  9.725  0.38
H  2.726  -0.292  7.717  0.38
N  -4.838  5.050  0.844  -0.01
C  -6.104  5.305  1.227  -0.50
C  -6.500  6.401  0.492  -0.41
C  -5.399  6.819  -0.335  -0.36
C  -4.337  5.962  -0.043  -0.39
H  -4.256  4.308  1.205  0.21
H  -6.591  4.827  2.064  0.36
H  -7.395  7.000  0.581  0.36
H  -5.342  7.609  -1.070  0.37
H  -3.368  5.757  -0.475  0.37
N  1.747  6.221  4.016  0.00
C  3.077  5.963  4.198  -0.40
C  3.765  7.231  4.197  -0.47
C  2.784  8.201  3.980  -0.38
C  1.616  7.559  3.844  -0.47
H  0.942  5.613  4.061  0.22
H  3.245  4.923  4.438  0.39
H  4.807  7.364  4.449  0.38
H  2.935  9.270  3.977  0.38
H  0.624  7.964  3.707  0.36
N  5.329  -6.019  6.321  -0.03
C  5.276  -6.458  5.023  -0.45
C  6.152  -7.480  4.920  -0.24
C  6.874  -7.588  6.102  -0.62
C  6.252  -6.775  7.033  -0.32
H  4.863  -5.233  6.753  0.20
H  4.579  -6.061  4.300  0.37
H  6.199  -8.047  4.002  0.37
H  7.598  -8.364  6.298  0.36
H  6.302  -6.622  8.101  0.36
N  -5.480  -2.581  3.058  -0.02
C  -5.881  -3.707  3.764  -0.40
C  -7.193  -3.829  3.618  -0.30
C  -7.704  -2.768  2.937  -0.43
C  -6.625  -1.960  2.583  -0.57
H  -4.569  -2.163  2.933  0.22
H  -5.102  -4.275  4.251  0.38
H  -7.658  -4.678  4.095  0.37
H  -8.756  -2.585  2.773  0.37
H  -6.552  -1.038  2.024  0.39